[1]
{"formula": "C17H32BBr4O17S3", "method": "wB97M-V/def2-TZVPD", "spin_multiplicity": 1, "orbital_gap_ev": 8.97, "total_charge": -1, "homo_ev": -7.425, "symbols": ["O", "C", "O", "B", "O", "C", "O", "O", "C", "O", "C", "O", "O", "Br", "C", "C", "Br", "H", "H", "H", "H", "Br", "C", "C", "Br", "H", "H", "H", "H", "O", "S", "O", "O", "C", "C", "C", "H", "H", "H", "H", "H", "H", "H", "H", "O", "S", "O", "O", "C", "C", "C", "H", "H", "H", "H", "H", "H", "H", "H", "O", "S", "O", "O", "C", "C", "C", "H", "H", "H", "H", "H", "H", "H", "H"], "positions_angstrom": [[-0.849091, 0.876657, 1.003849], [-0.309501, 0.896027, -0.139491], [0.604239, 1.680287, -0.593681], [0.731169, 1.523167, -2.066951], [-0.166611, 0.361857, -2.349171], [-0.774431, -0.001023, -1.288511], [-1.523361, -1.026843, -1.187521], [2.136909, 1.357687, -2.469691], [2.575089, 2.364877, -3.141161], [3.758529, 2.537937, -3.513921], [1.307619, 3.243797, -3.432091], [0.267409, 2.714757, -2.862731], [1.296319, 4.188837, -4.241241], [-0.328531, -8.260733, -2.734031], [-0.327261, -6.346903, -2.970111], [-0.746861, -5.883393, -4.265591], [0.427829, -6.293073, -5.781381], [0.683739, -5.973273, -2.807701], [-0.934941, -6.119473, -2.094281], [-0.832291, -4.796973, -4.287711], [-1.732171, -6.246343, -4.558071], [1.376489, -1.515963, 8.606769], [2.095289, -3.007033, 7.475709], [1.953159, -2.418103, 6.053079], [2.715499, -3.756593, 4.813749], [1.548769, -3.934943, 7.644239], [3.173649, -3.133153, 7.572379], [2.599879, -1.546093, 5.955829], [0.936659, -2.226933, 5.709159], [-4.739931, -1.473293, 6.913469], [-5.841681, -2.302543, 6.448969], [-6.467001, -3.277483, 7.352899], [-7.049541, -1.300713, 5.858119], [-7.137531, -0.013773, 6.222089], [-8.176321, 0.061407, 7.325859], [-5.389571, -3.104353, 4.859419], [-7.421141, 0.615857, 5.378749], [-6.118791, 0.284887, 6.469199], [-7.790461, -0.458243, 8.202889], [-9.171941, -0.289423, 7.054279], [-8.257741, 1.092087, 7.671079], [-4.994251, -2.403403, 4.124239], [-6.379891, -3.417513, 4.528829], [-4.717721, -3.920703, 5.124549], [-10.106821, 2.451217, -0.553011], [-8.673011, 2.376837, -0.778111], [-8.078021, 2.670537, -2.141461], [-7.973011, 3.410357, 0.414839], [-6.926851, 4.239107, 0.142159], [-5.617161, 3.454687, -0.113291], [-8.075591, 0.718747, -0.186811], [-6.849571, 4.870717, 1.027139], [-6.994441, 4.940697, -0.689291], [-4.850781, 4.205267, -0.306621], [-5.773121, 2.788687, -0.961951], [-5.285421, 2.989057, 0.814739], [-8.328971, -0.006343, -0.960211], [-8.775101, 0.577687, 0.637129], [-7.015201, 0.711257, 0.065369], [15.225489, 2.649317, -4.807491], [13.968219, 1.946177, -4.898571], [13.549949, 1.199747, -3.710501], [12.721739, 3.028237, -5.293221], [11.359019, 2.561757, -5.372811], [10.681789, 2.827537, -6.732161], [13.997639, 0.831027, -6.340921], [10.701269, 3.083877, -4.677931], [11.261299, 1.526767, -5.045191], [9.641459, 2.506607, -6.785151], [11.247959, 2.280767, -7.486201], [10.860059, 3.830577, -7.119771], [14.604399, 0.019087, -5.940051], [14.512619, 1.369667, -7.136381], [12.980489, 0.588497, -6.648631]], "forces_ev_per_angstrom": [[2.34, 0.25, -3.72], [-3.55, -0.74, 4.12], [0.88, 1.02, -0.37], [-0.41, 0.09, -0.38], [1.26, 0.93, -1.72], [-2.88, -4.91, 1.61], [2.45, 3.93, -0.30], [-0.58, -1.62, 1.24], [3.26, 1.62, -1.71], [-3.91, -0.34, 1.11], [1.10, 2.79, -3.51], [0.00, -0.82, 1.24], [0.01, -2.25, 2.39], [0.25, -0.72, -0.31], [1.47, -0.51, 1.95], [-1.83, 0.95, -2.05], [-0.05, -0.11, 0.47], [0.03, -0.30, 0.38], [-0.21, 0.91, -0.60], [0.22, 0.01, 0.19], [0.13, -0.19, -0.02], [0.47, -0.96, -0.09], [-0.19, 1.38, -1.36], [0.25, -0.90, 0.21], [-0.16, 0.18, 0.11], [-0.03, 0.35, 0.08], [-0.23, 0.01, 0.85], [-0.32, -0.07, -0.03], [0.20, 0.00, 0.22], [-1.27, -0.83, -0.35], [-0.31, 0.36, 0.31], [1.09, 1.66, -1.82], [1.31, -5.12, -1.43], [-0.20, 2.49, 1.14], [0.73, 1.22, 0.89], [-1.12, 0.48, 1.15], [-0.14, -0.25, -0.32], [-0.17, 0.68, 0.70], [-0.23, -0.39, -0.05], [0.27, -0.17, -0.20], [-0.23, 0.22, -0.11], [0.19, 0.10, 0.48], [0.24, -0.50, -0.19], [-0.15, 0.07, -0.20], [1.86, -0.12, -0.25], [1.86, 1.15, -1.94], [-1.72, -0.61, 4.11], [-3.43, -2.72, -1.37], [3.15, 0.79, -0.61], [-0.47, 1.14, 0.84], [-1.15, 1.20, -0.27], [0.14, -0.06, 0.14], [-0.96, -0.19, -0.30], [0.14, -0.16, -0.46], [0.39, -0.05, 0.17], [-0.14, -0.58, -0.21], [0.13, 0.24, -0.14], [0.49, -0.24, 0.31], [-0.26, 0.22, 0.00], [-1.46, -0.08, -0.67], [-1.48, -0.13, 1.37], [0.23, 0.85, -1.96], [1.63, -0.87, 0.09], [-1.49, 0.10, 0.06], [1.99, -0.62, -0.69], [0.22, 1.13, 0.82], [0.74, 0.40, 0.60], [0.32, -0.20, -0.31], [0.10, 0.23, 0.28], [-0.18, -0.58, -0.22], [-0.53, 0.38, 0.67], [-0.28, -0.25, -0.39], [0.01, -0.09, 0.09], [0.17, -0.27, 0.28]]}



[2]
{"formula": "C31H54AlCl2O3P2", "method": "wB97M-V/def2-TZVPD", "spin_multiplicity": 1, "orbital_gap_ev": 4.24, "total_charge": -1, "homo_ev": -1.715, "symbols": ["P", "C", "C", "C", "C", "C", "C", "C", "C", "C", "C", "C", "C", "C", "C", "C", "C", "C", "C", "H", "H", "H", "H", "H", "H", "H", "H", "H", "H", "H", "H", "H", "H", "H", "H", "H", "H", "H", "H", "H", "H", "H", "H", "H", "H", "H", "H", "H", "H", "H", "H", "H", "Al", "Cl", "Cl", "C", "H", "C", "C", "C", "C", "C", "C", "H", "H", "H", "H", "H", "C", "C", "O", "P", "O", "C", "C", "O", "C", "C", "H", "H", "H", "H", "H", "H", "H", "H", "H", "H", "H", "H", "H", "H", "H"], "positions_angstrom": [[0.934529, -1.645988, -2.825526], [2.157064, -0.468628, -3.542261], [3.021052, -1.025947, -4.677628], [4.109901, 0.000175, -5.038654], [3.533769, 1.382302, -5.371514], [2.588446, 1.911784, -4.286317], [1.511911, 0.884026, -3.916085], [-0.603287, -1.875489, -3.815509], [-0.404979, -2.323394, -5.264514], [-1.777392, -2.632397, -5.886698], [-2.783031, -1.479748, -5.752020], [-2.878450, -0.889516, -4.337685], [-1.504392, -0.620604, -3.709815], [1.663256, -3.242929, -2.310353], [2.872449, -2.984289, -1.377008], [3.423302, -4.272982, -0.747913], [2.348726, -5.149031, -0.095286], [1.136411, -5.385418, -1.004459], [0.567810, -4.107539, -1.639258], [2.820702, -0.281380, -2.669151], [2.390591, -1.232531, -5.556491], [3.492772, -1.973389, -4.378537], [4.704542, -0.379653, -5.875687], [4.784448, 0.095531, -4.176167], [4.347805, 2.097498, -5.532637], [2.979282, 1.315510, -6.315673], [3.165954, 2.157593, -3.385186], [2.104872, 2.837744, -4.619903], [0.897325, 1.253427, -3.079435], [0.845453, 0.740219, -4.780481], [-1.130459, -2.689387, -3.278991], [-2.184796, -3.517879, -5.382050], [0.228085, -3.221203, -5.304073], [0.106441, -1.534888, -5.840488], [-1.646308, -2.894445, -6.941422], [-3.775960, -1.826036, -6.061871], [-2.500284, -0.679179, -6.447334], [-3.451468, 0.046773, -4.362360], [-3.430610, -1.583278, -3.689394], [-1.609224, -0.328172, -2.651178], [-1.025465, 0.218916, -4.234965], [1.999770, -3.722653, -3.250447], [3.681345, -2.487748, -1.935490], [2.565000, -2.291447, -0.576951], [3.925495, -4.856271, -1.529745], [4.186158, -4.006540, -0.008549], [2.018911, -4.687924, 0.844275], [2.785012, -6.118542, 0.168375], [0.337194, -5.887869, -0.446809], [1.437187, -6.061327, -1.815480], [-0.185818, -4.398916, -2.385676], [0.046011, -3.507908, -0.875835], [-0.632545, 0.678074, 1.314934], [-1.703354, -1.036841, 0.488672], [1.471960, 0.268371, 1.642099], [-0.683891, 2.199557, 0.087103], [0.254272, 2.720769, -0.134241], [-1.800106, 2.705998, -0.590976], [-3.101512, 2.079176, -0.542076], [-4.236964, 2.725358, -1.007635], [-4.137077, 3.975659, -1.636072], [-2.864600, 4.553164, -1.828426], [-1.722484, 3.932163, -1.349189], [-3.161073, 1.079714, -0.106842], [-5.214912, 2.256759, -0.889017], [-2.779229, 5.502328, -2.359965], [-0.728479, 4.367748, -1.482325], [-5.029903, 4.490221, -1.990953], [0.966136, 3.819385, 4.715861], [0.361557, 2.880507, 3.702573], [-0.470077, 1.900348, 4.387669], [-1.393189, 0.875591, 3.519022], [-1.247492, -0.546548, 4.268026], [-0.546328, -0.912834, 5.495418], [0.923630, -1.161569, 5.276770], [-2.910079, 1.347687, 3.806064], [-4.016350, 0.419207, 4.065632], [-4.167758, -0.695557, 3.063596], [0.192206, 4.395026, 5.234218], [1.609720, 4.517395, 4.171539], [1.578856, 3.276444, 5.441987], [-0.227689, 3.447078, 2.965380], [1.162873, 2.360804, 3.160778], [-0.720295, -0.148305, 6.268595], [-1.034178, -1.837896, 5.807423], [1.490695, -0.227354, 5.373492], [1.247163, -1.851569, 6.060340], [1.133673, -1.609083, 4.299362], [-3.894216, 0.010779, 5.076987], [-4.903429, 1.057900, 4.051396], [-3.411015, -1.469031, 3.218181], [-5.153493, -1.146282, 3.204911], [-4.110404, -0.328477, 2.032184]], "forces_ev_per_angstrom": [[-1.46, 1.86, 2.62], [0.32, -0.67, -0.24], [0.23, 0.58, -0.12], [-0.05, -0.13, 0.05], [-0.12, -0.06, -0.03], [0.00, -0.20, 0.10], [0.06, -0.18, 0.08], [0.48, -0.21, -0.30], [-0.60, 0.03, -0.10], [0.10, 0.01, 0.00], [0.11, 0.15, -0.03], [0.13, -0.08, 0.10], [0.09, -0.14, -0.02], [0.41, -0.40, -1.11], [-0.31, -0.05, 0.03], [-0.09, -0.01, -0.26], [-0.16, 0.17, 0.06], [0.12, 0.09, -0.26], [0.22, 0.15, 0.08], [-0.27, -0.05, -0.36], [0.12, 0.03, 0.15], [-0.14, 0.15, -0.06], [0.07, 0.12, 0.02], [-0.03, -0.02, -0.09], [-0.04, -0.07, -0.04], [0.01, -0.01, 0.00], [-0.05, -0.02, -0.08], [0.12, -0.09, 0.05], [0.14, -0.15, -0.23], [0.16, 0.03, 0.14], [0.20, 0.27, -0.11], [0.03, 0.02, -0.03], [-0.06, 0.17, -0.02], [-0.13, -0.12, 0.14], [-0.14, -0.04, 0.00], [0.10, 0.05, -0.06], [0.03, -0.04, 0.03], [0.04, -0.21, 0.03], [0.06, 0.04, -0.05], [0.06, -0.05, -0.39], [-0.18, -0.20, 0.15], [0.21, -0.51, 0.52], [-0.23, -0.07, 0.12], [-0.05, -0.10, -0.21], [-0.01, -0.01, 0.02], [-0.03, -0.07, -0.07], [-0.01, 0.05, -0.12], [-0.02, 0.07, 0.07], [0.13, 0.00, -0.06], [0.00, -0.02, 0.06], [0.17, 0.11, 0.18], [0.17, -0.01, -0.17], [0.32, 1.19, -3.32], [-0.02, -0.44, 0.50], [0.30, -0.43, 0.52], [0.15, -1.04, 1.06], [-0.05, -0.03, 0.23], [-0.37, 0.34, 0.00], [0.10, 0.36, -0.03], [0.51, 0.12, -0.08], [-0.12, 0.28, -0.12], [0.00, -0.46, 0.14], [-0.44, -0.27, -0.01], [-0.13, 0.32, -0.04], [0.15, 0.04, -0.07], [-0.03, -0.14, 0.08], [-0.31, 0.03, 0.02], [0.17, -0.11, 0.05], [-0.11, 0.01, 0.11], [0.30, 0.30, -0.45], [-0.88, -0.64, -0.42], [0.11, 0.04, 1.41], [0.19, 0.49, 0.37], [-0.63, 0.25, -0.27], [0.30, 0.27, 0.08], [0.45, -0.58, 0.14], [0.10, 0.41, 0.17], [0.09, -0.12, -0.23], [0.15, -0.11, 0.01], [-0.05, -0.04, 0.11], [-0.10, 0.09, -0.02], [0.02, -0.36, 0.20], [-0.35, 0.01, 0.13], [0.03, -0.19, -0.29], [-0.09, 0.11, -0.04], [-0.04, -0.26, -0.18], [0.18, 0.06, -0.05], [-0.16, 0.11, 0.18], [0.04, 0.17, -0.15], [0.23, 0.03, 0.05], [-0.07, 0.12, -0.21], [0.02, -0.01, 0.02], [0.05, -0.07, 0.23]]}



Number 2 is which compound? C31H54AlCl2O3P2



Number 1 is which compound? C17H32BBr4O17S3